Entry 1:
The following is a quantum chemistry calculation of 2 unconnected molecules or ions with the total composition C3H10OS2, from the Open Molecules 2025 dataset.

XYZ file:
```
16
C3H10OS2, DFT wB97M-V/def2-TZVPD
C 0.3033 2.4225 -1.7814
C 0.7512 2.0143 -0.3797
C 0.4848 0.5500 -0.1130
S 1.1764 -0.0775 1.4834
S 0.3150 -1.9422 1.6105
H 0.7150 1.6418 -2.4429
H 0.7716 3.3868 -2.0413
H -0.7823 2.4990 -1.9607
H 1.8468 2.1476 -0.2931
H 0.2787 2.5566 0.4618
H -0.6021 0.3896 0.0230
H 0.8313 -0.1444 -0.9024
H -0.8367 -1.4610 2.1249
O -1.5077 -4.7479 1.0967
H -1.2849 -4.2610 1.9222
H -2.4606 -4.9743 1.1918
```

## Properties
- ΔE to the lowest compared entry with this formula, charge and spin: 26.6 kJ/mol
- M: 126.2 g mol⁻¹
- Net charge: 0
- Kohn-Sham gap: 0.346 Eh
- SMILES string: CCCSS.O
- Spin multiplicity: 1

Atomic partial charges in e from the Mulliken method, atoms 1 to 2: -1.110, -0.360



Entry 2:
The following is a quantum chemistry calculation of 2 unconnected molecules or ions with the total composition C3H10OS2, from the Open Molecules 2025 dataset.

XYZ file:
```
16
C3H10OS2, DFT wB97M-V/def2-TZVPD
C 0.0562 2.1244 0.7890
C -0.6755 0.7804 0.7429
C -0.7637 0.2431 -0.6956
S -0.8075 -1.5683 -0.5703
S -1.1083 -2.2130 -2.5024
H -0.2861 2.7945 0.0168
H -0.0239 2.5565 1.7770
H 1.1191 1.9695 0.6547
H -1.6922 0.9150 1.1181
H -0.1993 0.0345 1.3772
H 0.0764 0.6127 -1.2777
H -1.7160 0.5140 -1.1571
H 0.1579 -2.0933 -2.9314
O 2.0301 -2.4242 1.2160
H 2.6725 -2.0533 0.6044
H 1.1601 -2.1924 0.8384
```

## Properties
- ΔE to the lowest compared entry with this formula, charge and spin: 5.0 kJ/mol
- M: 126.2 g mol⁻¹
- Net charge: 0
- Kohn-Sham gap: 0.362 Eh
- SMILES string: CCCSS.O
- Spin multiplicity: 1

Atomic partial charges in e from the Mulliken method, atoms 1 to 2: -1.323, -0.301



Entry 3:
The following is a quantum chemistry calculation of C3H10OSi2 in the gas phase, from the Open Molecules 2025 dataset.

XYZ file:
```
16
C3H10OSi2, DFT wB97M-V/def2-TZVPD
C 2.3544 1.5456 -0.0303
C 1.6928 0.5256 0.4999
Si 0.0668 -0.2667 -0.1986
C -0.1673 -2.1048 0.3526
O 0.3254 -0.2760 -1.7606
Si -1.8326 1.1479 -0.1223
H 3.2827 1.8641 0.3947
H 2.1406 2.0602 -1.0209
H 2.2797 -0.0007 1.2365
H -0.5672 -2.3690 -0.6072
H 0.6859 -2.8231 0.3278
H -0.9265 -2.4513 1.0528
H 0.7960 0.3734 -2.2636
H -2.4936 1.8456 0.9953
H -1.7052 2.0627 -1.2416
H -2.8612 0.4161 -0.6618
```

## Properties
- ΔE to the lowest compared entry with this formula, charge and spin: 84.8 kJ/mol
- M: 118.3 g mol⁻¹
- Net charge: 0
- Kohn-Sham gap: 0.383 Eh
- SMILES string: C=C[Si@](C)(O)[SiH3]
- Spin multiplicity: 1

Atomic partial charges in e from the Mulliken method, atoms 1 to 2: -0.616, -0.249



Entry 4:
The following is a quantum chemistry calculation of 2 unconnected molecules or ions with the total composition C3H10S, from the Open Molecules 2025 dataset.

XYZ file:
```
14
C3H10S, DFT wB97M-V/def2-TZVPD
C 0.9951 0.6896 1.0735
C -0.2038 -0.2335 0.9370
C 0.1494 -1.5585 0.2572
H 1.4099 0.9467 0.0950
H 0.6986 1.6401 1.5186
H 1.7811 0.2077 1.6529
H -0.6455 -0.4230 1.9187
H -1.0142 0.2141 0.3524
H -0.7054 -2.2325 0.2048
H 0.9352 -2.0842 0.8051
H 0.5223 -1.3781 -0.7524
S -1.4951 1.8347 -2.2838
H -0.8944 0.6436 -2.1638
H -1.5330 1.7333 -3.6155
```

## Properties
- ΔE to the lowest compared entry with this formula, charge and spin: 2.4 kJ/mol
- M: 78.2 g mol⁻¹
- Net charge: 0
- Kohn-Sham gap: 0.394 Eh
- SMILES string: CCC.S
- Spin multiplicity: 1

Atomic partial charges in e from the Mulliken method, atoms 1 to 2: -1.083, -0.064



Entry 5:
The following is a quantum chemistry calculation of 2 unconnected molecules or ions with the total composition C3H10S2, from the Open Molecules 2025 dataset.

XYZ file:
```
15
C3H10S2, DFT wB97M-V/def2-TZVPD
C -1.8837 -0.5700 -0.1789
C -1.5958 0.7780 0.4536
S -1.8223 2.1774 -0.7129
H -2.8943 -0.6183 -0.5612
H -1.1540 -0.7626 -0.9580
H -1.7425 -1.3394 0.5908
H -0.5719 0.8251 0.8216
H -2.2419 0.9595 1.3097
H -0.5273 2.3213 -1.0156
C 2.1017 -0.7751 0.4499
S 3.4070 -1.0238 -0.8301
H 2.0775 0.2960 0.5908
H 2.4579 -1.2159 1.3789
H 1.1670 -1.1902 0.1103
H 3.2226 0.1378 -1.4486
```

## Properties
- ΔE to the lowest compared entry with this formula, charge and spin: 42.2 kJ/mol
- M: 110.2 g mol⁻¹
- Net charge: 0
- Kohn-Sham gap: 0.360 Eh
- SMILES string: CCS.CS
- Spin multiplicity: 1

Atomic partial charges in e from the Mulliken method, atoms 1 to 2: -0.944, -0.323



Entry 6:
The following is a quantum chemistry calculation of 2 unconnected molecules or ions with the total composition C3H10S3, from the Open Molecules 2025 dataset.

XYZ file:
```
16
C3H10S3, DFT wB97M-V/def2-TZVPD
C -1.3659 -0.3286 -0.7282
S -2.2472 1.2576 -1.1133
C -0.9969 2.5494 -1.7092
H -2.0507 -1.0620 -1.1278
H -0.3870 -0.4192 -1.1697
H -1.0811 -0.0629 0.2637
H -0.4589 2.2556 -2.6665
H -0.1077 2.5619 -1.0475
H -1.4908 3.4230 -1.7981
C 0.5857 -1.9926 2.2461
S 1.1779 -0.6301 1.0139
S 3.1704 -1.0267 0.7496
H 1.2682 -1.8001 3.0644
H -0.4974 -1.8122 2.4053
H 0.8817 -2.8267 1.6969
H 3.5997 -0.0864 -0.0798
```

## Properties
- ΔE to the lowest compared entry with this formula, charge and spin: 196.7 kJ/mol
- M: 142.3 g mol⁻¹
- Net charge: 0
- Kohn-Sham gap: 0.316 Eh
- SMILES string: CSC.CSS
- Spin multiplicity: 1

Atomic partial charges in e from the Mulliken method, atoms 1 to 2: -0.728, -0.118



Entry 7:
The following is a quantum chemistry calculation of 2 unconnected molecules or ions with the total composition C3H10S3, from the Open Molecules 2025 dataset.

XYZ file:
```
16
C3H10S3, DFT wB97M-V/def2-TZVPD
C 1.4665 -0.7471 -1.0388
C 2.5848 -0.8150 -0.0136
S 2.5584 0.6530 1.0506
H 0.5845 -1.1604 -0.5997
H 1.3397 0.2370 -1.4762
H 1.7487 -1.4378 -1.8414
H 3.5667 -0.9519 -0.4626
H 2.3968 -1.6697 0.6356
H 3.7581 0.5038 1.6210
C -2.9880 -0.1570 0.6161
S -3.3745 0.8859 -0.8495
S -2.0926 2.4772 -0.6214
H -2.6662 0.5276 1.3960
H -3.9371 -0.6186 0.8557
H -2.1982 -0.8511 0.3700
H -2.7475 3.1242 0.3583
```

## Properties
- ΔE to the lowest compared entry with this formula, charge and spin: 25.1 kJ/mol
- M: 142.3 g mol⁻¹
- Net charge: 0
- Kohn-Sham gap: 0.352 Eh
- SMILES string: CCS.CSS
- Spin multiplicity: 1

Atomic partial charges in e from the Mulliken method, atoms 1 to 2: -0.931, -0.365



Entry 8:
The following is a quantum chemistry calculation of 2 unconnected molecules or ions with the total composition C3H10Si, from the Open Molecules 2025 dataset.

XYZ file:
```
14
C3H10Si, DFT wB97M-V/def2-TZVPD
C 0.1705 1.8081 0.0042
C -1.8650 -1.0520 -0.1258
C 0.6159 0.6155 -0.7503
Si 1.5472 -0.8081 -0.0249
H 0.2762 1.6666 1.0761
H 0.7637 2.6829 -0.2879
H -0.8674 2.0604 -0.2233
H -2.0673 -0.5490 0.7933
H -1.5150 -2.0606 -0.1048
H -2.2998 -0.6801 -1.0295
H 0.3836 0.6334 -1.8055
H 1.1114 -1.0713 1.3467
H 2.9917 -0.4941 0.0403
H 1.3887 -1.9740 -0.8914
```

## Properties
- ΔE to the lowest compared entry with this formula, charge and spin: 368.3 kJ/mol
- M: 74.2 g mol⁻¹
- Net charge: 0
- Kohn-Sham gap (spin up / spin down): 0.332 / 0.305 Eh
- Spin multiplicity: 1

Atomic partial charges in e from the Mulliken method, atoms 1 to 2: -0.926, -1.046



Entry 9:
The following is a quantum chemistry calculation of a molecular structure, C3H11AlBe2Br2F5K2N2O11PS2, from the Open Molecules 2025 dataset.

XYZ file:
```
42
C3H11AlBe2Br2F5K2N2O11PS2, DFT wB97M-V/def2-TZVPD
C 3.3014 -0.7664 -1.0029
C 2.8163 0.2463 -2.1565
O 3.4226 0.1849 -3.2615
N 1.6956 1.2158 -2.0689
C 1.5283 1.8002 -0.6971
S 0.2387 0.4669 -2.6751
O -0.0560 1.1774 -3.9829
O 0.4024 -1.0001 -2.9939
N -1.0670 0.8561 -1.6288
S -1.7767 -0.5144 -0.9005
O -2.9707 0.0143 -0.0851
O -2.3301 -1.5291 -1.8542
Br -0.4725 -1.5999 0.5603
H 3.8546 -0.2108 -0.1497
H 2.4360 -1.4420 -0.6180
H 4.0828 -1.5022 -1.5142
H 2.4673 2.3538 -0.3319
H 1.3068 1.0030 0.1126
H 0.6872 2.5848 -0.6843
Be -4.0422 1.3777 0.9094
O -2.0701 -4.7784 0.9271
H -1.4893 -5.4873 0.6190
H -2.2586 -4.2648 0.1305
F 1.6820 7.0047 1.8006
Al 2.2675 5.9138 0.5369
F 1.1614 4.5246 0.3875
F 3.8905 5.3299 0.9606
F 2.3362 6.7847 -1.0068
O -2.4435 -8.9631 3.7025
P -2.5118 -7.6574 2.8843
O -1.2150 -7.4707 2.1052
O -2.7175 -6.4812 3.8517
O -3.7085 -7.7273 1.8870
O -1.3207 7.5522 -0.4215
H -0.4241 7.7501 -0.7741
H -1.9455 7.3235 -1.1398
H -1.6758 8.3085 0.1441
K 2.2567 -2.8574 -0.1520
Be -2.5018 -8.3042 5.6904
Br -5.1809 -9.1327 1.5631
K 5.6616 -0.1573 0.2721
F -3.3176 8.0734 1.0549
```

## Properties
- M: 724.2 g mol⁻¹
- Net charge: 0
- Kohn-Sham gap: 0.049 Eh
- Spin multiplicity: 1

Atomic partial charges in e from the Mulliken method, atoms 1 to 2: -1.688, 0.473



Entry 10:
The following is a quantum chemistry calculation of C3H11BN2O in the gas phase, from the Open Molecules 2025 dataset.

XYZ file:
```
18
C3H11BN2O, DFT wB97M-V/def2-TZVPD
B 0.1841 -0.2321 -0.0477
C 2.9632 -0.2508 -0.0599
C -2.3188 -0.8265 0.0797
C -0.9752 1.9293 -0.0261
N 1.8004 -1.0496 -0.1035
N -0.8676 -1.1461 -0.1489
O 0.1569 1.0829 0.0323
H 3.8950 -0.7524 -0.5083
H 2.7383 0.6085 -0.7324
H 3.3017 0.1203 0.8499
H -2.5008 -0.3209 1.1245
H -2.7075 -0.0364 -0.5871
H -2.8974 -1.7585 0.1038
H -0.5457 3.0244 0.0989
H -1.8897 1.5819 0.6467
H -1.3892 1.8369 -1.0290
H 1.7218 -1.7070 0.5834
H -0.6696 -2.1038 -0.2763
```

## Properties
- ΔE to the lowest compared entry with this formula, charge and spin: 32.7 kJ/mol
- M: 101.9 g mol⁻¹
- Net charge: 0
- Kohn-Sham gap (spin up / spin down): 0.089 / 0.221 Eh
- Spin multiplicity: 3

Atomic partial charges in e from the Mulliken method, atoms 1 to 2: 0.168, -0.714



Entry 11:
The following is a quantum chemistry calculation of C3H11Cl2N2PSi in the gas phase, from the Open Molecules 2025 dataset.

XYZ file:
```
20
C3H11Cl2N2PSi, DFT wB97M-V/def2-TZVPD
C -1.0863 -2.0904 0.1104
Si -0.3778 -0.3262 0.2266
C -1.2212 0.6721 1.6162
C -0.5895 0.5669 -1.4454
N 0.1612 1.8098 -1.4420
N 1.3426 -0.3507 0.5466
P 2.5873 0.1704 -0.4563
Cl 3.6906 -1.5500 -0.4933
Cl 3.6843 1.1917 0.9032
H -2.0060 -2.0948 -0.4660
H -0.3934 -2.7738 -0.3695
H -1.3185 -2.4891 1.0921
H -2.2539 0.8777 1.3579
H -1.2237 0.1308 2.5574
H -0.7213 1.6204 1.7880
H -0.1873 -0.0532 -2.2500
H -1.6614 0.7066 -1.6602
H -0.1622 2.4325 -0.7114
H 0.0874 2.2931 -2.3332
H 1.6491 -0.7438 1.4290
```

## Properties
- ΔE to the lowest compared entry with this formula, charge and spin: 0.0 kJ/mol
- M: 205.1 g mol⁻¹
- Net charge: 0
- Kohn-Sham gap: 0.353 Eh
- SMILES string: C[Si](C)(CN)NP(Cl)Cl
- Spin multiplicity: 1

Atomic partial charges in e from the Mulliken method, atoms 1 to 2: -1.028, 0.083



Entry 12:
The following is a quantum chemistry calculation of C3H11ClN2Si in the gas phase, from the Open Molecules 2025 dataset.

XYZ file:
```
18
C3H11ClN2Si, DFT wB97M-V/def2-TZVPD
C 1.0115 -1.3582 -1.0573
Si -0.4041 -0.2012 -0.2253
C -0.8491 -0.8872 1.5257
C -1.7468 0.3917 -1.5782
N 0.5628 1.5450 0.3889
N 1.1092 1.4926 1.5573
Cl 3.0560 0.6540 1.5605
H 0.5928 -2.3882 -0.9842
H 1.0716 -1.1959 -2.2125
H 2.0215 -1.2476 -0.6265
H -0.3816 -1.9248 1.6704
H -0.2985 -0.1669 2.2537
H -1.8948 -0.8838 1.6915
H -1.3354 0.8195 -2.4851
H -2.4826 -0.3589 -1.8706
H -2.3129 1.1844 -1.1926
H 0.9406 2.1294 -0.3451
H 1.3398 2.3959 1.9294
```

## Properties
- ΔE to the lowest compared entry with this formula, charge and spin: 425.6 kJ/mol
- M: 138.7 g mol⁻¹
- Net charge: 0
- Kohn-Sham gap: 0.340 Eh
- SMILES string: C[Si](C)(C)NNCl
- Spin multiplicity: 1

Atomic partial charges in e from the Mulliken method, atoms 1 to 2: -0.927, 0.594



Question: Which of these has the lowest M?
Answer: C3H10Si



Question: The highest M belongs to which entry?
Answer: C3H11AlBe2Br2F5K2N2O11PS2